Entry from OMol25: a structure of composition C35H39Br2CsN7OS (ωB97M-V/def2-TZVPD).

Last column: Löwdin charge in e.
Atoms and positions in Å:
Cs  -1.2342  0.7262  0.3392  1.08
Br  -8.4442  -2.4349  0.8327  0.68
Br  -4.3519  -0.6245  4.2786  0.72
S  0.2374  4.1381  1.2087  0.45
O  -2.7744  -0.5714  1.7126  -0.48
N  -0.4055  4.0386  -1.3963  -0.05
N  -1.2204  5.7936  -0.2158  0.02
N  -0.1183  2.7755  -1.6193  -0.02
N  -0.0288  0.1780  -2.6184  0.08
N  1.7207  0.2278  3.2996  -0.09
N  -3.4698  -1.4594  -0.7634  0.09
N  0.6692  1.0312  2.8051  -0.06
C  -3.7936  -1.9021  -1.9500  -0.16
C  2.2700  -2.5336  -0.0027  -0.26
C  0.1168  -1.0489  -3.0729  -0.16
C  -0.5189  4.5972  -0.2264  -1.00
C  -5.7274  -1.8951  -0.0148  -0.20
C  2.3051  0.6122  4.5929  -0.63
C  0.4493  -3.9731  -0.6615  -0.27
C  3.4647  -1.6971  -0.3595  -0.04
C  1.5666  -3.2175  -0.9849  -0.03
C  -6.6179  -1.8826  1.0666  -0.63
C  1.8590  -2.6380  1.3192  -0.01
C  -6.0488  -2.3346  -1.3145  -0.05
C  2.7045  5.3948  -3.7941  -0.09
C  1.7797  0.8396  -4.0386  -0.02
C  -5.0770  -2.3548  -2.2780  -0.06
C  0.7546  -3.4024  1.6681  -0.26
C  2.1520  4.4058  -3.0014  -0.02
C  2.2795  5.5566  -5.1022  -0.11
C  2.7807  2.0661  4.5120  -0.05
C  1.8978  -0.4398  -4.5252  -0.07
C  0.7650  1.1370  -3.1085  -0.23
C  1.3133  0.4416  5.7577  -0.04
C  -3.9330  -0.9965  1.5157  -0.50
C  0.5779  2.4975  -2.6807  -0.23
C  0.7562  3.7300  -4.8340  -0.04
C  -0.3737  -4.6685  -1.7049  -0.05
C  0.2798  -3.4987  3.0872  -0.04
C  -4.3867  -1.4539  0.2077  -0.16
C  0.0624  -4.0650  0.6672  -0.01
C  1.2985  4.7271  -5.6226  -0.09
C  -4.9148  -1.0962  2.5281  -0.61
C  1.0268  -1.4161  -4.0541  -0.08
C  -6.2150  -1.5059  2.3268  -0.20
C  1.1796  3.5604  -3.5203  -0.21
C  3.5130  -0.3085  4.8049  -0.05
H  4.0589  -0.0282  5.7031  0.08
H  -0.8548  6.4659  0.4429  0.05
H  2.7172  6.3272  -5.7200  0.09
H  -0.0466  1.2239  3.5121  0.08
H  -1.3796  6.1633  -1.1421  0.07
H  -0.5477  -1.7825  -2.6383  0.09
H  3.2001  -1.3465  4.9027  0.07
H  1.0423  1.9234  2.4876  -0.02
H  0.0293  -4.5168  -2.7020  0.07
H  3.3344  2.3305  5.4111  0.08
H  0.9655  4.8524  -6.6445  0.10
H  3.5990  -0.8976  0.3679  0.08
H  0.1147  -4.5387  3.3681  0.08
H  -6.9123  -1.5354  3.1501  0.09
H  -0.4192  -5.7378  -1.5055  0.08
H  4.1820  -0.2345  3.9517  0.08
H  -0.8059  -4.6561  0.9227  0.12
H  0.9667  -0.5912  5.8182  0.08
H  4.3686  -2.3119  -0.3677  0.08
H  1.8913  -3.1469  -2.0147  0.10
H  1.7845  0.7105  6.7018  0.08
H  -0.0032  3.0695  -5.2282  0.12
H  -7.0585  -2.6585  -1.5336  0.07
H  3.4282  2.1954  3.6465  0.09
H  2.4494  1.6210  -4.3599  0.11
H  -1.3922  -4.2837  -1.6758  0.07
H  -0.6674  -2.9710  3.1943  0.09
H  2.4779  4.2680  -1.9812  0.12
H  0.9996  -3.0611  3.7757  0.06
H  2.6464  -0.6752  -5.2712  0.10
H  3.4775  6.0371  -3.3950  0.10
H  3.3379  -1.2596  -1.3494  0.07
H  -3.0024  -1.8969  -2.6878  0.09
H  1.9398  2.7510  4.4184  0.08
H  -5.2808  -2.7150  -3.2746  0.10
H  1.0507  -2.4217  -4.4504  0.09
H  0.4431  1.0827  5.6198  0.07
H  1.3373  -0.7113  3.3965  0.08
H  2.4051  -2.1015  2.0809  0.10

Values from the calculation:
* HOMO energy: -4.47 eV
* total charge: -1
* HOMO-LUMO gap: 6.496 eV

***

Entry from OMol25: a structure of composition C35H39Cl2N3O3PS2Tl (ωB97M-V/def2-TZVPD).

Last column: Löwdin charge in e.
Atoms and positions in Å:
Tl  0.2122  -2.3451  -2.4475  0.49
Cl  5.3741  -2.9796  -2.3050  0.52
Cl  1.0451  -1.1400  -5.1107  0.57
S  2.6526  1.1310  -0.2309  0.90
S  0.9116  -1.9737  0.5940  0.64
P  -1.6768  0.8005  0.2860  1.16
O  -1.4999  1.3779  -4.1218  -0.01
O  -1.0901  0.1053  -2.3120  -0.26
O  3.7943  1.5303  -1.0984  -0.53
N  -0.7924  -3.8765  1.3950  0.04
N  1.1796  -3.9797  2.3890  -0.17
N  2.4407  -2.2474  -2.6379  -0.21
C  -4.1006  2.2008  -0.1983  -0.12
C  -0.9271  -4.9281  2.3877  -0.16
C  3.0274  2.0214  1.3428  -0.35
C  -4.0711  -2.1124  2.0886  -0.12
C  3.1999  -1.9481  -3.6365  -0.61
C  2.1146  0.3479  3.0186  -0.13
C  -2.7819  1.7576  -2.1658  -0.11
C  4.9787  -1.1888  -5.8722  -0.19
C  2.6203  -3.8640  2.4363  -0.07
C  -3.7172  2.4684  -2.9159  -0.03
C  1.1749  2.1355  -0.7049  -0.36
C  -2.9411  1.6643  -0.7706  -0.28
C  2.7712  -1.3650  -4.9246  -0.61
C  -1.3129  1.2974  3.0583  -0.14
C  0.5392  -5.2561  2.6498  -0.15
C  2.0719  1.7908  2.5102  -0.29
C  -1.9747  3.2046  1.7899  -0.11
C  2.3271  4.1180  -1.8463  -0.12
C  -5.0370  2.8754  -0.9608  -0.11
C  -4.8345  3.0302  -2.3258  -0.10
C  -3.3006  -0.9690  1.8950  -0.10
C  -4.3164  -2.9776  1.0344  -0.13
C  -3.7887  -2.6834  -0.2173  -0.09
C  -2.7482  -0.6717  0.6472  -0.33
C  -1.1333  2.0993  4.1774  -0.11
C  5.4786  -1.7963  -4.7157  -0.21
C  1.3579  2.9415  -1.9844  -0.27
C  4.6454  -2.1677  -3.6874  -0.62
C  -3.0068  -1.5546  -0.4062  -0.11
C  0.4322  -3.2726  1.4762  -0.79
C  -1.3616  3.4659  4.1061  -0.11
C  -1.7608  4.0161  2.8948  -0.10
C  -1.7997  1.8145  1.8500  -0.35
C  -1.6680  1.0383  -2.9483  -0.66
C  3.5935  -0.9944  -5.9563  -0.20
H  2.3478  2.4742  3.3204  0.10
H  -1.4287  -4.5830  3.2993  0.11
H  -1.0457  0.2484  3.1192  0.10
H  -1.2074  4.0955  4.9746  0.09
H  3.3350  3.7499  -1.6704  0.05
H  0.8941  -6.0212  1.9464  0.12
H  -4.4767  -2.3201  3.0731  0.09
H  3.1110  -4.6121  1.8041  0.09
H  3.1642  -0.5478  -6.8478  0.08
H  4.0278  1.6580  1.5909  0.08
H  -1.4771  -5.7807  1.9905  0.11
H  1.7572  -0.3229  2.2326  -0.03
H  2.9634  -3.9852  3.4662  0.08
H  -3.1696  -0.2862  2.7228  0.08
H  -1.8988  5.0876  2.8072  0.09
H  -5.5659  3.5608  -2.9258  0.09
H  -2.2786  3.6565  0.8547  0.10
H  -4.9209  -3.8653  1.1817  0.09
H  3.0954  3.0746  1.0605  0.08
H  -1.5790  -3.3113  1.1179  0.09
H  2.0355  4.7682  -1.0125  0.06
H  3.1366  0.0642  3.2893  0.07
H  0.3738  3.3125  -2.2804  0.10
H  1.4662  0.2194  3.8898  0.06
H  -4.2663  2.0901  0.8667  0.10
H  1.6943  2.2697  -2.7762  0.12
H  -3.9698  -3.3485  -1.0528  0.10
H  -0.7967  1.6562  5.1083  0.10
H  -3.5552  2.5341  -3.9842  0.11
H  -5.9263  3.2843  -0.4923  0.09
H  0.7324  -5.5999  3.6669  0.11
H  0.8829  2.7752  0.1345  0.07
H  2.8876  -2.8769  2.0665  0.05
H  1.0465  2.0389  2.2181  0.07
H  5.6371  -0.8723  -6.6722  0.06
H  2.3299  4.7199  -2.7591  0.06
H  -2.6013  -1.3424  -1.3889  0.06
H  0.4010  1.3808  -0.8489  -0.01
H  6.5427  -1.9843  -4.6163  0.07

Values from the calculation:
* HOMO energy: 0.21 eV
* total charge: -2
* HOMO-LUMO gap: 3.666 eV